The following is a quantum chemistry calculation of a cluster of 11 separate species, C40H70ClN10O4 in total, from the OMol25 dataset.

Calculated values
HOMO (alpha / beta) = 1.8 / -6.2 eV
Largest force on an atom = 3.526 eV Å⁻¹
ΔE to the lowest compared entry with this formula, charge and spin = 44.3 kJ/mol
HOMO-LUMO gap (alpha / beta) = 1.999 / 9.944 eV
DFT total energy = -78220.194 eV
Spin multiplicity = 2
Charge = -2

Each line ends with the Mulliken spin population.
CARTESIAN COORDINATES (ANGSTROEM)
Cl: -14.7329 21.2926 -20.6420  -0.178
O: -14.5005 21.5076 -19.2662  0.215
O: -15.9016 20.5185 -20.7622  0.020
O: -13.6924 20.5116 -21.2649  0.035
O: -14.8258 22.4982 -21.4416  -0.382
N: -17.0348 25.5911 -24.1588  -0.029
N: -18.5587 20.8688 -27.0529  0.000
N: -13.1065 15.5218 -23.9998  0.000
N: -11.8578 25.3195 -16.1664  -0.071
N: -16.6789 16.3191 -17.1091  0.001
N: -13.7036 20.3520 -12.4624  -0.001
N: -20.9326 22.4281 -17.0933  -0.002
N: -20.2071 22.0670 -23.7161  0.000
N: -9.1167 19.5642 -17.5584  -0.004
N: -11.2392 22.5674 -26.3204  -0.040
C: -9.4066 21.6546 -23.1534  -0.067
C: -10.9918 17.9561 -22.4227  0.006
C: -13.9818 20.0585 -13.5305  0.006
C: -13.9308 17.1197 -19.3091  0.005
C: -17.4429 21.0251 -17.2486  0.056
C: -10.6919 22.4469 -18.7503  -0.137
C: -9.8449 20.1460 -18.2160  0.086
C: -12.9315 16.6160 -18.2820  0.004
C: -14.4363 25.3505 -23.8838  0.800
C: -10.2928 16.8255 -21.5791  -0.008
C: -13.5427 20.3425 -16.0209  -0.024
C: -15.2733 17.7901 -18.8242  0.002
C: -9.2755 23.0520 -18.9884  0.122
C: -16.9122 22.0224 -25.3339  -0.020
C: -15.0090 20.2558 -25.4789  0.019
C: -16.0615 16.9586 -17.8851  -0.004
C: -15.8944 25.4738 -24.0946  0.210
C: -18.5726 22.7024 -21.7212  0.045
C: -13.2683 26.2910 -18.1835  1.381
C: -18.8701 24.1015 -20.9934  -0.020
C: -14.0271 25.1511 -18.9225  -1.057
C: -13.8354 27.0762 -25.7318  0.244
C: -18.5002 23.3388 -16.8923  0.028
C: -17.8281 21.3629 -26.3114  0.014
C: -11.5425 22.2083 -25.2733  0.238
C: -19.8353 22.8219 -16.9954  -0.017
C: -11.9787 21.7474 -23.9458  -0.646
C: -12.4607 25.7541 -17.0754  0.267
C: -15.9319 21.0997 -24.5631  -0.033
C: -13.6171 25.6408 -25.1714  -0.197
C: -10.7571 20.9393 -18.9770  -0.296
C: -10.8675 22.1242 -22.9161  0.802
C: -12.7955 16.4688 -23.4463  -0.005
C: -19.5167 22.3832 -22.8145  -0.002
C: -15.3853 25.5743 -19.5296  0.352
C: -17.4409 22.4809 -17.6300  -0.091
C: -13.5401 21.8983 -15.8905  0.097
C: -20.1994 24.1540 -20.4073  -0.023
C: -14.3966 19.6631 -14.8946  -0.006
C: -12.4456 17.7902 -22.8031  0.031
H: -12.5730 25.4768 -24.9051  -0.193
H: -15.5466 19.8615 -26.3413  0.000
H: -18.7016 24.9290 -21.6825  -0.002
H: -13.0390 27.1727 -26.4698  -0.034
H: -10.4197 18.0909 -23.3407  0.020
H: -13.6229 27.8436 -24.9874  -0.219
H: -9.3231 22.0029 -24.1829  0.009
H: -20.8894 24.1645 -21.2511  0.002
H: -17.5145 22.5739 -24.6119  -0.006
H: -8.5325 22.7125 -18.2667  0.014
H: -15.3694 26.2911 -20.3506  -0.411
H: -11.2889 22.9589 -19.5050  0.089
H: -10.5956 20.6859 -20.0247  -0.024
H: -12.8576 22.3096 -16.6343  -0.020
H: -8.9712 22.9112 -20.0255  0.166
H: -10.7851 23.2070 -22.8215  -0.164
H: -15.9858 25.9377 -18.6956  0.002
H: -18.0452 24.1678 -20.2840  0.059
H: -18.5072 24.3167 -17.3737  0.018
H: -13.0954 17.7996 -21.9280  0.010
H: -13.4369 24.7405 -19.7417  -0.050
H: -16.4861 20.4393 -23.8962  -0.002
H: -17.5698 22.7676 -22.1436  -0.021
H: -14.1389 20.8131 -25.8260  0.006
H: -9.2124 20.5900 -23.0225  0.088
H: -12.6831 26.8261 -18.9314  -0.597
H: -13.9999 27.0052 -17.8057  0.092
H: -10.8313 18.8775 -21.8630  -0.008
H: -12.1457 20.6828 -24.1094  -0.025
H: -20.4194 23.2909 -19.7791  0.009
H: -11.7264 20.4735 -18.7998  0.042
H: -13.9400 24.8894 -25.8920  0.093
H: -12.9727 22.1722 -23.8055  0.088
H: -11.1700 22.6769 -17.7982  -0.060
H: -16.6269 20.4091 -17.6265  -0.011
H: -12.7893 18.6030 -23.4428  -0.022
H: -14.0972 16.2135 -19.8915  -0.002
H: -16.3656 22.7841 -25.8899  0.003
H: -15.9284 17.9421 -19.6820  0.001
H: -13.1798 22.1780 -14.9005  0.022
H: -18.2333 23.4896 -15.8463  0.030
H: -12.7115 17.4048 -17.5626  0.000
H: -14.5763 22.1819 -16.0748  -0.016
H: -12.5509 19.8974 -15.9413  0.001
H: -18.3951 20.5990 -17.5646  0.000
H: -17.6052 22.6228 -18.6981  0.030
H: -17.4169 20.9852 -16.1596  0.001
H: -20.3069 25.1237 -19.9212  -0.003
H: -14.7863 27.1832 -26.2537  0.006
H: -11.9568 16.2799 -18.6356  0.000
H: -14.4605 18.5755 -14.9271  0.002
H: -15.2895 21.6890 -23.9087  0.045
H: -15.9178 24.7126 -19.9321  0.400
H: -8.7055 22.1713 -22.4979  -0.095
H: -13.4197 15.8265 -17.7106  -0.001
H: -10.7113 16.6882 -20.5820  -0.001
H: -13.3893 17.8678 -19.8881  -0.002
H: -15.4504 19.9284 -14.9794  0.001
H: -11.2457 21.7827 -21.9525  0.012
H: -15.1666 18.7929 -18.4103  0.008
H: -10.3264 15.8705 -22.1035  0.000
H: -9.2206 17.0020 -21.4933  0.001
H: -9.4716 24.1188 -18.8803  -0.103
H: -14.5472 19.4514 -24.9063  0.002
H: -14.1781 24.3478 -23.5433  -0.045
H: -18.6457 21.8811 -21.0082  0.001
H: -14.2315 24.3720 -18.1880  0.003
H: -16.4236 22.8597 -17.5308  -0.007
H: -14.1596 26.0024 -23.0552  0.046
H: -13.9664 20.0067 -16.9674  -0.002